# 1
C4H8 in the gas phase in a non-equilibrium geometry, computed with ωB97M-V/def2-TZVPD.

As for the charge: 0. The frontier orbital gap is 10.811 eV. Its total energy is -157.16499 hartree. As for the highest occupied orbital energy: -0.35012 hartree. As for the SMILES: C=CCC. As for the largest force on an atom: 2.84 eV/A.

Each line ends with the Mulliken charge.
Element x y z (Å)
C: 1.12209 0.46627 -1.52352  -0.660
C: -0.66383 -0.48921 0.03151  -0.509
C: 0.69867 -0.41281 -0.58474  -0.154
C: -0.68927 0.18869 1.44716  -0.943
H: -1.35428 0.00243 -0.68698  0.299
H: -0.08847 -0.40038 2.12536  0.296
H: -1.05186 -1.55003 -0.00523  0.277
H: -0.21848 1.21263 1.23818  0.269
H: -1.68614 0.25187 1.80458  0.319
H: 0.37202 1.17430 -1.93396  0.214
H: 2.12082 0.48457 -1.89197  0.288
H: 1.43873 -0.92833 -0.02039  0.305

***

# 2
2 unconnected molecules or ions with the total composition C4H8 in a non-equilibrium geometry, computed with ωB97M-V/def2-TZVPD.

Its multiplicity is 2. As for the charge: +1. The frontier orbital gap (spin up / spin down) is 3.793 / 4.417 eV. Its total energy is -156.67481 hartree. As for the highest occupied orbital energy (spin up / spin down): -0.45624 / -0.45621 hartree. As for the largest force on an atom: 3.02 eV/A.

Each line ends with the Mulliken charge.
Element x y z (Å)
C: -3.02211 -0.08017 0.32182  -0.374
C: -2.07075 -0.85165 -0.28497  -0.040
C: 2.85496 1.00940 0.17834  -0.461
C: 2.36247 -0.04195 -0.56188  -0.373
H: -1.69257 -0.83472 -1.32465  0.358
H: -2.60635 0.73997 1.02136  0.353
H: -1.73784 -1.65185 0.44653  0.322
H: 1.49794 -0.61770 -0.13291  0.118
H: 3.15798 2.02173 -0.05348  0.278
H: -3.96133 -0.39171 0.69549  0.379
H: 2.61897 -0.35037 -1.59838  0.257
H: 2.59864 1.04903 1.29273  0.185